1.
The following is a quantum chemistry calculation of a cluster of 4 separate species, C10H21Br6NO4 in total in a non-equilibrium geometry, from OMol25.

Last column: Löwdin charge in e.
Positions of all 42 atoms, in Å:
C (7.25, 1.14, 5.30)  -0.71
H (0.99, -0.54, 2.82)  0.05
H (-3.45, -2.47, -6.11)  0.05
N (-2.83, 1.08, -3.83)  0.03
H (-4.15, 0.24, -1.39)  0.10
H (-2.13, 0.50, 1.36)  0.12
Br (7.20, 2.71, 4.15)  0.59
H (-1.93, 0.87, -3.41)  0.07
H (-1.56, 3.08, -2.11)  0.10
C (-1.17, -0.05, -0.22)  -0.58
H (-2.95, -4.17, -6.02)  0.06
H (7.14, 0.63, 7.37)  0.06
H (3.17, 0.58, 1.98)  0.06
O (-0.13, -0.63, -0.46)  0.12
O (-1.33, 0.71, 0.89)  0.13
Br (1.80, -2.89, 2.84)  0.60
H (8.10, 0.54, 4.97)  0.05
C (7.33, 1.50, 6.75)  -0.70
Br (-4.79, -1.89, -3.55)  0.69
C (-3.33, 0.73, -0.89)  -0.12
Br (-5.37, -4.00, -6.51)  0.61
Br (9.10, 2.12, 7.26)  0.60
C (-3.11, 2.08, -1.56)  -0.35
O (-1.74, 2.42, -1.45)  0.00
H (1.55, -1.05, 1.22)  0.04
C (-3.69, -3.44, -5.70)  -0.70
H (-3.63, 0.84, 0.13)  0.12
C (1.79, -1.03, 2.27)  -0.70
Br (3.43, 0.04, 4.38)  0.62
O (-2.22, -0.14, -1.05)  0.03
H (3.95, -0.99, 2.18)  0.05
H (-4.60, 1.88, -3.09)  0.12
C (3.13, -0.37, 2.50)  -0.68
H (-3.73, 2.81, -1.05)  0.15
H (-3.37, 0.22, -3.86)  -0.04
H (-2.79, -3.32, -3.76)  0.06
H (6.33, 0.60, 5.09)  0.00
H (-3.34, 3.05, -3.42)  0.11
C (-3.78, -3.42, -4.20)  -0.67
C (-3.54, 2.06, -3.02)  -0.23
H (-4.26, -4.31, -3.79)  0.05
H (6.63, 2.30, 7.01)  0.05

Results
Energy relative to the best compared isomer or geometry (same formula, charge and spin), kcal per mole: 0.00
E_HOMO, eV: -9.51
Gap between HOMO and LUMO, Ha: 0.356
Total charge: 0
Spin multiplicity: 1

=====

2.
The following is a quantum chemistry calculation of the ion C10H21BrN5 with charge +1, from OMol25.

Last column: Löwdin charge in e.
Positions of all 37 atoms, in Å:
C (-1.91, 2.08, 2.03)  -0.67
H (-1.73, 2.64, -0.03)  0.11
H (1.10, -2.57, -1.50)  0.12
C (4.79, -0.39, -0.67)  -0.10
Br (-3.23, 0.91, 2.89)  0.75
H (5.42, -0.92, -1.38)  0.08
H (-3.35, 2.13, 0.41)  0.08
N (-1.48, -0.32, 0.41)  0.19
H (-1.70, 2.87, 2.74)  0.10
N (0.67, -0.30, 0.85)  0.24
H (-2.88, 4.69, -0.02)  0.08
C (2.85, -1.98, -0.37)  -0.20
N (-1.72, -1.83, -2.45)  0.05
N (-0.89, -1.37, -0.25)  0.00
C (-0.50, 0.30, 1.07)  -0.35
C (0.41, -1.31, 0.04)  -0.24
H (-1.15, -3.25, -1.03)  0.13
H (-3.91, 4.26, 1.33)  0.08
H (0.16, 1.69, 2.32)  0.17
C (3.30, -0.65, -0.95)  -0.26
H (5.01, 0.67, -0.73)  0.07
H (-2.21, 4.69, 1.60)  0.08
N (-0.67, 1.38, 1.85)  0.06
C (-2.49, 2.71, 0.75)  -0.29
H (3.37, -2.76, -0.94)  0.12
H (3.15, -0.66, -2.03)  0.11
H (-1.73, -2.61, -3.09)  0.09
H (5.05, -0.71, 0.33)  0.07
C (-2.90, 4.17, 0.94)  -0.08
H (1.17, -3.23, 0.12)  0.14
H (-2.64, -2.40, -0.60)  0.13
C (1.36, -2.33, -0.47)  -0.10
C (-1.66, -2.29, -1.08)  -0.18
H (-2.52, -1.25, -2.63)  0.08
H (-2.47, -0.14, 0.42)  0.14
H (2.72, 0.18, -0.54)  0.09
H (3.20, -2.10, 0.66)  0.12

Results
E_HOMO, eV: -13.18
Gap between HOMO and LUMO, Ha: 0.388
Total charge: +1
Spin multiplicity: 1

=====

3.
The following is a quantum chemistry calculation of a structure of composition C10H21Cl2OPZr in a non-equilibrium geometry, from OMol25.

Last column: Löwdin charge in e.
Positions of all 36 atoms, in Å:
H (-0.93, -1.42, -1.36)  0.06
H (0.01, -0.88, 0.78)  0.02
H (0.48, -1.54, 5.09)  0.07
H (-1.74, -1.06, 1.00)  0.06
C (-2.22, -0.37, 3.80)  -0.16
H (-2.85, 0.10, 3.03)  0.07
C (1.13, -0.61, -2.08)  -0.48
O (0.25, 0.46, 3.15)  -0.70
C (1.61, 0.08, -3.40)  -0.19
C (-0.63, 1.09, -3.82)  -0.21
H (1.20, -2.23, 3.63)  0.08
H (1.57, -1.60, -1.84)  0.14
C (1.75, 0.13, -1.13)  0.02
H (-0.78, 0.43, -4.72)  0.12
H (-2.73, -1.27, 4.20)  0.07
H (1.92, -0.17, -0.05)  0.04
H (2.69, 0.24, -3.33)  0.11
C (0.25, -1.98, 4.12)  -0.17
H (-0.66, -2.43, 1.35)  0.08
H (1.94, 1.26, -1.10)  0.08
Cl (3.13, 3.09, 3.11)  -0.21
H (-2.08, 0.35, 4.61)  0.07
H (0.95, 1.98, -2.66)  0.11
C (-0.77, -1.33, 1.42)  -0.18
C (-0.51, -0.70, -2.06)  0.03
Cl (-0.39, 3.67, 1.66)  -0.19
C (-1.29, 0.41, -2.59)  -0.25
C (0.83, 1.39, -3.59)  -0.22
Zr (1.05, 2.20, 2.68)  0.43
H (1.29, 1.92, -4.45)  0.12
H (-0.32, -2.90, 4.28)  0.06
P (-0.67, -0.85, 3.11)  0.66
H (-2.27, 0.01, -2.87)  0.12
H (1.40, -0.67, -4.17)  0.12
H (-1.15, 2.04, -4.02)  0.11
H (-1.45, 1.16, -1.79)  0.11

Results
E_HOMO (spin up / spin down), eV: -4.85 / -4.85
Gap between HOMO and LUMO (spin up / spin down), Ha: 0.156 / 0.156
Total charge: 0
Spin multiplicity: 1

=====

4.
The following is a quantum chemistry calculation of a structure of composition C10H21ClF3O5P2RuS in a non-equilibrium geometry, from OMol25.

Last column: Löwdin charge in e.
Positions of all 44 atoms, in Å:
O (-1.96, -2.90, 1.18)  -0.18
C (-1.49, -0.03, 1.46)  -0.36
C (1.16, 4.92, -3.78)  0.03
H (-3.95, -1.40, -1.90)  0.08
H (0.51, 5.71, -3.40)  0.13
P (-1.60, -0.90, -1.45)  0.74
O (-0.25, -4.46, 1.17)  -0.01
C (2.83, -0.70, 1.93)  -0.22
H (-1.82, -2.80, -2.98)  0.08
P (1.48, 0.52, 1.69)  0.73
C (2.38, 2.02, 1.14)  -0.23
O (-0.21, 3.36, -2.53)  0.32
C (-3.38, -1.06, -1.03)  -0.22
H (-1.99, 1.17, -2.65)  0.04
H (2.20, 5.10, -3.48)  0.13
F (-0.93, -1.91, 3.98)  0.14
H (-1.27, -3.29, -1.35)  0.04
Ru (-0.17, -0.18, 0.22)  0.85
O (-2.35, 0.06, 2.25)  0.16
H (2.76, 1.83, 0.13)  0.04
O (0.48, -2.12, 0.52)  -0.48
C (-0.33, -3.03, 3.44)  -0.53
C (0.71, 3.59, -3.25)  -0.60
H (0.51, 0.06, 3.87)  0.04
H (1.14, 4.90, -4.87)  0.14
H (2.41, -1.60, 2.39)  0.03
H (3.20, 2.27, 1.82)  0.08
H (-2.24, -0.23, -3.72)  0.08
H (3.22, -0.96, 0.95)  0.06
F (-0.94, -4.16, 3.95)  0.19
H (1.84, 1.25, 4.00)  0.08
H (-3.76, -0.09, -0.70)  0.06
H (3.62, -0.29, 2.56)  0.08
S (-0.51, -3.02, 1.63)  0.91
C (-1.61, 0.19, -2.93)  -0.24
Cl (1.77, 2.24, -3.86)  0.85
H (-0.13, -2.50, -2.46)  0.06
H (0.24, 1.74, 3.38)  0.07
H (-3.49, -1.78, -0.21)  0.04
C (-1.17, -2.54, -2.14)  -0.21
H (-0.58, 0.29, -3.28)  0.02
F (1.01, -3.06, 3.78)  0.15
C (0.98, 0.94, 3.41)  -0.22
H (1.68, 2.86, 1.09)  0.05

Results
Energy relative to the best compared isomer or geometry (same formula, charge and spin), kcal per mole: 20.06
E_HOMO (spin up / spin down), eV: -18.89 / -18.97
Gap between HOMO and LUMO (spin up / spin down), Ha: 0.285 / 0.126
Total charge: +3
Spin multiplicity: 5

=====

5.
The following is a quantum chemistry calculation of a cluster of 2 separate species, C10H21ClN3 in total in a non-equilibrium geometry, from OMol25.

Last column: Löwdin charge in e.
Positions of all 35 atoms, in Å:
H (0.55, 0.67, 2.94)  0.10
H (1.90, 1.22, 1.52)  0.09
H (-1.06, 7.02, 0.90)  0.10
H (-4.77, 6.30, 3.44)  0.13
H (-5.89, 2.77, 0.89)  0.10
H (1.69, 0.43, -0.07)  0.10
H (-4.33, 1.91, 1.03)  0.09
C (-4.86, 4.56, 2.22)  -0.17
C (-2.99, 6.21, 2.26)  -0.17
H (-5.95, 4.47, 2.12)  0.13
C (-1.16, 5.95, 0.71)  -0.06
H (-1.14, 3.69, -0.23)  0.04
C (-4.84, 2.79, 0.59)  -0.06
H (-5.00, 6.62, 1.70)  0.13
N (-4.25, 4.03, 1.03)  -0.12
C (-2.94, 4.30, 0.71)  -0.28
N (-0.10, 0.98, 0.98)  -0.22
H (-2.77, 7.28, 2.16)  0.13
H (-0.37, 5.42, 1.26)  0.10
C (-0.37, 0.53, 2.36)  0.00
H (-1.01, 5.77, -0.36)  0.09
Cl (-0.75, 1.07, -1.56)  0.80
H (-1.20, 1.10, 2.79)  0.10
H (-2.71, 2.64, -0.58)  0.02
H (-2.46, 5.85, 3.16)  0.14
C (-4.47, 6.00, 2.43)  -0.15
H (-2.09, 0.88, 0.44)  0.10
H (-4.55, 3.96, 3.09)  0.14
H (1.41, 2.18, 0.09)  0.10
C (-2.15, 3.37, 0.03)  -0.02
C (1.31, 1.22, 0.60)  -0.03
N (-2.48, 5.53, 1.10)  -0.12
C (-1.08, 1.16, 0.12)  -0.53
H (-4.80, 2.71, -0.50)  0.10
H (-0.64, -0.54, 2.38)  0.11

Results
Energy relative to the best compared isomer or geometry (same formula, charge and spin), kcal per mole: 41.17
E_HOMO, eV: -11.00
Gap between HOMO and LUMO, Ha: 0.258
Total charge: +1
Spin multiplicity: 1

=====

6.
The following is a quantum chemistry calculation of a structure of composition C10H21F2Hg3N2O14S2 in a non-equilibrium geometry, from OMol25.

Last column: Löwdin charge in e.
Positions of all 54 atoms, in Å:
H (-5.57, -1.35, 1.77)  0.14
O (-2.73, -4.69, 1.83)  -0.22
C (1.33, 2.59, -4.40)  -0.08
S (-3.23, -4.24, -1.11)  0.44
S (-1.89, -4.50, 0.66)  0.58
Hg (0.88, 1.79, -0.34)  1.36
Hg (-2.66, 0.76, 1.16)  1.41
H (-4.65, -2.83, 1.63)  0.12
O (-3.64, 0.19, 3.22)  -0.11
H (3.73, 1.61, -3.74)  0.12
F (-3.63, -3.27, -2.29)  -0.18
C (2.38, 2.75, 2.84)  -0.02
C (3.68, 1.52, 1.24)  -0.22
H (3.96, 3.10, -1.12)  0.12
C (-1.56, 1.09, -1.55)  -1.04
O (-2.44, 0.35, -1.14)  -0.10
O (-3.97, -1.21, 0.67)  -0.13
O (-4.52, -4.58, -0.49)  -0.22
H (4.50, 2.23, 1.13)  0.13
H (4.60, 0.09, -0.02)  0.13
H (-3.72, 0.39, 4.16)  0.11
O (2.44, 2.20, 1.45)  -0.29
F (-0.65, -3.68, 1.27)  -0.23
C (3.43, 2.41, -3.07)  -0.18
H (4.98, 1.80, -1.49)  0.13
O (1.98, 2.65, -3.11)  -0.24
H (-3.41, -1.86, 0.23)  0.02
H (0.26, 2.44, -4.52)  0.09
H (3.03, 0.30, -1.78)  0.13
O (-2.66, -5.26, -1.99)  -0.23
O (-0.26, 0.99, 1.78)  -0.12
O (0.68, -0.36, 0.56)  -0.14
H (3.80, 3.37, -3.43)  0.13
H (-2.81, -1.79, 2.90)  0.11
Hg (-0.79, -1.58, -0.94)  1.39
H (-4.25, -1.63, 3.91)  0.14
N (-2.20, -3.24, -0.48)  -0.37
H (3.01, -0.33, 0.54)  0.10
H (3.90, 0.94, 2.14)  0.13
C (-4.55, -1.75, 1.80)  -0.21
O (-1.39, 2.16, -0.88)  -0.12
O (-1.08, -5.67, 0.30)  -0.22
H (1.48, 3.51, -4.98)  0.08
O (-1.02, -0.82, 1.27)  -0.17
H (1.85, 1.90, -5.07)  0.08
O (-0.52, 0.67, -1.94)  -0.09
C (-3.76, -1.26, 3.02)  -0.17
C (-0.03, -0.22, 1.51)  -0.98
N (3.00, 1.08, -1.14)  -0.08
C (3.96, 2.14, -1.65)  -0.14
H (2.17, 1.96, 3.56)  0.09
H (1.61, 3.52, 2.90)  0.10
H (3.36, 3.13, 3.11)  0.09
C (3.59, 0.49, 0.11)  -0.19

Results
E_HOMO, eV: -12.25
Gap between HOMO and LUMO, Ha: 0.237
Total charge: +1
Spin multiplicity: 1

=====

7.
The following is a quantum chemistry calculation of a cluster of 3 separate species, C10H21FNO3 in total in a non-equilibrium geometry, from OMol25.

Last column: Löwdin charge in e.
Positions of all 36 atoms, in Å:
H (-4.80, -2.03, 0.69)  0.07
H (2.50, 0.09, -3.35)  0.08
H (0.53, -0.04, 1.84)  0.04
C (1.86, -0.72, -3.00)  -0.07
H (2.42, -3.92, -1.79)  0.07
H (3.68, 3.01, -0.22)  0.10
H (-5.43, 0.29, -0.27)  0.07
O (-2.81, 0.43, 1.83)  -0.10
C (0.86, 1.97, 0.73)  -0.31
C (1.81, -3.06, -2.09)  -0.08
C (3.36, 2.23, 0.62)  -0.28
C (-4.78, 0.74, 0.49)  -0.07
H (1.29, -0.33, -2.14)  0.07
N (2.16, 1.42, 0.18)  -0.19
H (3.27, -2.27, -3.45)  0.13
H (4.25, 1.44, 0.75)  0.11
H (1.15, -0.97, -3.79)  0.07
H (1.10, -3.38, -2.86)  0.07
H (-4.75, -1.34, 2.33)  0.08
H (-1.03, 1.23, 1.96)  0.00
C (3.21, 2.98, 2.06)  -0.19
C (2.69, -1.93, -2.60)  -0.51
H (-3.03, -0.40, -0.02)  0.14
H (0.44, 3.06, 0.50)  0.08
H (-3.35, 0.61, 2.62)  0.10
H (-3.34, -2.17, 1.69)  0.08
C (-4.17, -1.51, 1.42)  -0.07
H (-5.38, 0.99, 1.37)  0.08
F (3.38, 2.31, 3.39)  -0.08
O (3.61, -1.55, -1.57)  -0.07
C (-3.64, -0.20, 0.86)  -0.49
H (3.09, -1.24, -0.81)  0.08
H (1.24, -2.75, -1.20)  0.08
C (0.06, 1.01, 1.59)  -0.09
O (2.95, 4.32, 2.12)  -0.09
H (-4.39, 1.68, 0.10)  0.08

Results
Energy relative to the best compared isomer or geometry (same formula, charge and spin), kcal per mole: 155.18
E_HOMO, eV: -2.54
Gap between HOMO and LUMO, Ha: 0.197
Total charge: -1
Spin multiplicity: 1

=====

8.
The following is a quantum chemistry calculation of the ion C10H21N2OS with charge +1 in a non-equilibrium geometry, from OMol25.

Last column: Löwdin charge in e.
Positions of all 35 atoms, in Å:
C (-1.59, 0.46, -1.90)  -0.03
C (-0.72, -0.71, 1.55)  -0.50
H (-0.74, -2.63, 1.79)  0.14
H (2.89, -0.52, -0.84)  0.11
C (2.21, 1.62, 0.44)  -0.05
H (1.60, -1.58, -0.58)  0.08
H (-2.17, -0.03, -2.69)  0.09
C (2.39, -0.66, 1.73)  -0.01
C (-2.84, 2.12, 0.50)  -0.30
N (-0.40, -2.02, 1.02)  0.04
C (1.76, -0.49, -0.78)  -0.05
H (-2.39, 2.51, 1.40)  0.07
H (-1.87, 1.50, -1.74)  0.06
O (-1.88, -0.48, 2.04)  -0.19
C (-0.90, -2.45, -0.28)  -0.12
S (-3.07, 0.38, 0.51)  1.16
H (2.89, 0.10, 2.41)  0.10
H (-0.17, -2.09, -1.08)  0.12
H (-3.76, 2.76, 0.48)  0.09
H (-2.62, -2.02, -1.56)  0.19
C (1.62, 0.20, 0.63)  -0.53
H (-1.10, -3.62, -0.36)  0.19
H (1.81, -1.35, 2.28)  0.05
C (0.20, 0.30, 1.19)  0.07
H (1.55, 2.33, 0.92)  0.06
N (-2.17, -1.73, -0.68)  0.03
H (2.39, 1.99, -0.61)  0.10
H (3.16, 1.70, 1.10)  0.11
H (-0.47, 0.23, -1.94)  0.08
H (1.25, 0.10, -1.53)  0.05
H (3.15, -1.11, 1.12)  0.07
C (-2.07, -0.26, -0.65)  -0.57
H (-2.93, -1.92, 0.00)  0.15
H (-0.06, 1.29, 1.30)  0.07
H (-2.47, 2.61, -0.38)  0.04

Results
Energy relative to the best compared isomer or geometry (same formula, charge and spin), kcal per mole: 51.71
E_HOMO, eV: -11.44
Gap between HOMO and LUMO, Ha: 0.261
Total charge: +1
Spin multiplicity: 1

=====

no.,total energy (eV)
1,-440645.6995
2,-88198.0449
3,-48369.6496
4,-73581.3727
5,-27695.4240
6,-81966.0254
7,-21056.3096
8,-26561.4665